[1]
{"formula": "C27H30F5N5O5SSeTeW", "method": "ωB97M-V/def2-TZVPD", "species": ["W", "C", "C", "C", "N", "C", "C", "C", "C", "C", "C", "C", "N", "C", "C", "C", "N", "C", "C", "C", "C", "C", "C", "C", "N", "C", "C", "H", "H", "H", "H", "H", "H", "H", "H", "H", "H", "H", "H", "H", "H", "H", "H", "H", "H", "H", "H", "H", "H", "H", "H", "H", "H", "O", "S", "O", "O", "O", "Se", "C", "C", "C", "N", "C", "C", "H", "H", "H", "H", "F", "Te", "F", "F", "F", "F", "O"], "positions_angstrom": [[0.3404, -0.5828, 0.6614], [1.2463, 3.9262, 0.3590], [2.5484, 3.1786, 0.6535], [2.7252, 1.8568, -0.1155], [2.4187, 0.6133, 0.5844], [3.3459, 0.0955, 1.3399], [4.5485, 0.7706, 1.6968], [5.5788, 0.4005, 2.5312], [5.8026, -0.7708, 3.2493], [5.0202, -1.9097, 3.1879], [3.8856, -2.1792, 2.4446], [3.1168, -1.3514, 1.6054], [2.1195, -1.7867, 0.8743], [1.9976, -3.1465, 0.3959], [2.4072, -3.0780, -1.0682], [1.4657, -2.2630, -1.9468], [1.1565, -0.8966, -1.5203], [0.5972, -0.1396, -2.4309], [0.2759, -0.5956, -3.7451], [0.0400, 0.0903, -4.9179], [0.0893, 1.4522, -5.1780], [0.2072, 2.4236, -4.1940], [0.1865, 2.3125, -2.8195], [0.1203, 1.1752, -1.9565], [-0.1962, 1.2173, -0.6865], [-0.8427, 2.4259, -0.1584], [-0.0121, 3.2051, 0.8580], [1.3072, 4.9026, 0.8497], [1.1956, 4.1371, -0.7144], [3.3847, 3.8332, 0.3802], [2.6302, 2.9921, 1.7277], [2.1219, 1.8904, -1.0178], [3.7599, 1.7864, -0.4675], [4.6462, 1.7670, 1.2910], [6.3380, 1.1681, 2.6589], [6.6715, -0.7970, 3.8956], [5.3500, -2.7360, 3.8116], [3.4856, -3.1771, 2.5661], [2.6521, -3.8345, 0.9320], [0.9698, -3.4920, 0.5167], [3.4197, -2.6645, -1.1163], [2.4452, -4.0853, -1.4957], [1.9158, -2.2237, -2.9437], [0.5162, -2.8069, -2.0369], [0.1835, -1.6680, -3.8305], [-0.1809, -0.5465, -5.7703], [-0.0033, 1.7788, -6.2063], [0.2688, 3.4485, -4.5511], [0.2116, 3.2611, -2.3063], [-1.1316, 3.0760, -0.9851], [-1.7659, 2.1115, 0.3231], [-0.6895, 3.9199, 1.3321], [0.2859, 2.5432, 1.6647], [-1.0594, -0.4817, 3.9301], [-0.4116, 0.5329, 3.1566], [-0.4351, 1.8624, 3.7099], [-1.0069, 0.5505, 1.6948], [1.0004, 0.1740, 2.7081], [-4.0641, -0.9523, -0.3667], [-5.9458, -0.7246, -0.4344], [-6.5806, -0.4838, -1.6563], [-7.9501, -0.2917, -1.6981], [-8.7499, -0.3202, -0.6309], [-8.1362, -0.5483, 0.5355], [-6.7761, -0.7481, 0.6904], [-6.0004, -0.4514, -2.5704], [-8.4360, -0.1058, -2.6533], [-8.7791, -0.5699, 1.4112], [-6.3584, -0.9179, 1.6728], [-2.8153, -4.0566, 1.0853], [-3.4142, -2.4004, 1.9758], [-5.0985, -3.1214, 1.5602], [-0.9411, -1.4613, -0.5468], [-4.5164, -1.1539, 3.0065], [-3.5075, -3.4818, 3.5730], [-0.1953, -1.8767, 1.6350]], "forces_ev_per_a": [[0.09, -0.87, 0.23], [0.04, -0.01, -0.01], [0.00, 0.01, -0.02], [0.06, -0.02, -0.05], [-0.33, 0.33, -0.12], [0.08, 0.04, 0.03], [-0.02, 0.00, 0.01], [0.01, 0.01, 0.00], [0.00, -0.01, 0.00], [0.00, -0.01, 0.01], [0.01, -0.05, -0.10], [0.09, 0.22, -0.06], [-0.30, 0.06, 0.32], [0.05, -0.03, 0.07], [0.03, 0.03, -0.01], [0.01, -0.02, -0.01], [0.02, -0.24, 0.46], [-0.09, 0.02, -0.15], [0.00, 0.00, 0.10], [0.01, 0.05, -0.04], [-0.01, -0.06, 0.02], [0.00, 0.03, 0.02], [-0.03, -0.01, -0.02], [0.11, 0.01, -0.02], [0.05, -0.09, 0.02], [0.04, 0.05, -0.06], [0.04, -0.04, 0.01], [0.02, 0.00, 0.00], [-0.02, 0.01, 0.00], [0.02, -0.01, 0.04], [-0.05, -0.02, 0.00], [-0.02, -0.01, 0.02], [-0.01, 0.01, -0.02], [0.00, 0.00, 0.01], [0.00, 0.00, 0.00], [0.00, 0.00, 0.00], [0.00, 0.00, 0.00], [0.01, 0.00, 0.00], [-0.02, 0.00, 0.01], [0.02, -0.02, 0.00], [0.00, 0.00, -0.01], [-0.01, 0.00, 0.00], [-0.03, 0.00, -0.01], [0.01, -0.01, 0.01], [0.00, 0.00, -0.01], [0.01, 0.00, 0.00], [0.00, 0.00, 0.00], [0.00, 0.00, 0.00], [0.01, 0.00, 0.02], [-0.05, 0.01, 0.02], [0.02, -0.06, 0.02], [-0.01, 0.04, -0.07], [-0.05, 0.03, 0.04], [0.04, -0.02, 0.05], [0.21, 0.15, 0.14], [-0.12, -0.03, -0.10], [0.25, -0.15, -0.14], [-0.17, -0.18, -0.28], [0.09, 0.13, -0.31], [-0.02, -0.03, 0.12], [0.01, -0.01, -0.03], [0.00, 0.01, 0.00], [0.00, 0.00, 0.00], [0.01, 0.01, -0.02], [0.00, 0.01, 0.03], [0.00, -0.01, 0.00], [-0.01, 0.00, 0.00], [0.00, 0.00, 0.00], [0.01, -0.01, -0.01], [-0.02, 0.02, -0.08], [0.30, 0.12, 0.06], [-0.21, -0.26, 0.12], [-0.13, 0.87, 0.30], [-0.16, 0.12, 0.07], [-0.05, -0.08, -0.02], [0.18, 0.01, -0.61]], "mulliken_charge": [2.137, -1.241, -0.650, -1.470, 0.502, 1.994, -1.501, -0.704, -0.697, -0.564, -1.069, 0.526, 0.351, -1.126, -0.999, -1.267, -0.043, 0.844, -1.050, -0.500, -0.564, -0.829, -0.272, 1.320, 0.068, -1.363, 0.198, 0.424, 0.298, 0.478, 0.382, 0.100, 0.940, 0.303, 0.298, 0.303, 0.318, 0.324, 0.561, 0.382, 0.284, 0.496, 0.685, 0.534, 0.355, 0.330, 0.315, 0.344, -0.040, 0.801, 0.331, 0.575, -0.289, -0.665, 1.145, -0.747, -0.619, -0.500, -0.380, 0.349, -0.440, -0.287, -0.693, -0.359, -0.193, 0.336, 0.318, 0.338, 0.394, -0.561, 1.581, -0.413, -0.632, -0.559, -0.510, -0.765], "molar_mass_g_mol": 1022.0, "energy_ev": -145066.3169, "total_charge": -2, "relative_energy_kcal_mol": 28.2, "largest_force_ev_per_a": 0.9}

[2]
{"formula": "C5H8ClNS", "method": "ωB97M-V/def2-TZVPD", "species": ["S", "C", "C", "N", "C", "C", "Cl", "C", "H", "H", "H", "H", "H", "H", "H", "H"], "positions_angstrom": [[-1.5372, -1.9039, 0.1689], [-0.6080, -0.6213, -0.6606], [-0.9886, 0.8515, -0.2376], [0.3115, 1.2891, 0.3486], [1.2786, 0.7184, -0.5677], [0.7962, -0.6139, -0.0140], [1.7756, -2.0671, -0.0394], [0.6275, 0.0997, 1.3325], [-2.8652, -1.3236, 0.1862], [-0.5921, -0.8598, -1.7718], [-1.1633, 1.4680, -1.1005], [-1.8060, 1.0671, 0.5237], [2.3880, 0.8594, -0.3584], [1.0760, 0.8644, -1.6565], [1.5761, 0.2882, 1.9111], [-0.2692, -0.1162, 1.9356]], "forces_ev_per_a": [[-2.63, 0.01, 0.31], [-0.68, -0.55, 0.08], [0.61, 0.09, 0.67], [-0.20, 1.24, 1.89], [2.00, -0.88, -1.30], [0.14, -0.28, -0.11], [0.06, -0.49, -0.37], [-0.56, 1.56, -0.99], [2.06, -0.72, -0.17], [0.17, 0.66, 1.37], [-0.24, 0.25, -0.44], [0.93, -0.92, -1.02], [-1.52, 0.37, 0.06], [0.23, 0.15, 0.79], [-1.09, -0.25, -0.75], [0.72, -0.24, -0.01]], "mulliken_charge": [-0.239, 0.157, -0.701, -0.483, -0.336, -0.004, -0.195, -0.375, 0.137, 0.311, 0.331, 0.358, 0.278, 0.240, 0.275, 0.248], "molar_mass_g_mol": 149.6, "energy_ev": -30160.4649, "total_charge": 0, "smiles": "S[C@H]1CN2CC1(Cl)C2", "relative_energy_kcal_mol": 39.2, "largest_force_ev_per_a": 2.7}

[3]
{"formula": "C18H37Br3O31S8", "method": "ωB97M-V/def2-TZVPD", "species": ["O", "S", "O", "O", "C", "C", "C", "H", "H", "H", "H", "H", "H", "H", "H", "C", "Br", "Br", "Br", "H", "C", "C", "O", "S", "O", "O", "O", "H", "H", "H", "H", "C", "C", "O", "S", "O", "O", "O", "H", "H", "H", "H", "C", "C", "O", "S", "O", "O", "O", "H", "H", "H", "H", "C", "C", "O", "S", "O", "O", "O", "H", "H", "H", "H", "C", "C", "O", "S", "O", "O", "O", "H", "H", "H", "H", "C", "C", "O", "S", "O", "O", "O", "H", "H", "H", "H", "C", "C", "O", "S", "O", "O", "O", "H", "H", "H", "H"], "positions_angstrom": [[-6.0304, 2.2448, -3.4703], [-6.0050, 0.8113, -3.5510], [-7.0694, 0.0240, -3.0130], [-5.8854, 0.3562, -5.1000], [-5.2060, 1.2783, -5.9851], [-5.6562, 0.9578, -7.4003], [-4.4496, 0.2372, -2.9202], [-4.1365, 1.0987, -5.8712], [-5.4040, 2.3166, -5.7370], [-5.1425, 0.0713, -7.7781], [-5.5343, 1.7832, -8.0960], [-6.7071, 0.6587, -7.3783], [-4.4225, 0.5404, -1.8708], [-3.6573, 0.7760, -3.4311], [-4.4625, -0.8479, -2.9235], [-1.0551, -0.2512, 4.9867], [-1.2978, -1.4788, 6.4665], [0.5413, 0.7971, 5.2479], [-2.6129, 0.8024, 4.6159], [-0.8555, -0.8259, 4.0931], [0.2876, 6.3028, 0.9809], [1.5021, 5.4593, 1.3381], [1.0204, 4.1322, 1.2002], [-0.4762, 4.0463, 1.7791], [-0.4283, 3.6910, 3.1504], [-1.3024, 3.3304, 0.8628], [-0.8049, 5.6323, 1.6290], [0.1063, 6.3009, -0.0980], [0.3056, 7.3393, 1.3057], [1.8000, 5.7107, 2.3609], [2.3600, 5.6131, 0.6908], [0.5939, -4.2723, 0.8889], [1.7732, -4.8520, 1.6863], [2.4717, -5.6842, 0.7418], [2.4801, -4.8727, -0.6429], [2.5537, -5.7526, -1.7561], [3.4098, -3.7994, -0.5397], [0.9633, -4.3576, -0.4841], [0.3404, -3.2656, 1.2070], [-0.2813, -4.9161, 0.9902], [1.4726, -5.4300, 2.5525], [2.4523, -4.0485, 1.9775], [1.0984, -3.0450, -3.1814], [1.4062, -2.7551, -4.6684], [0.6239, -1.6365, -5.0603], [0.1197, -0.8126, -3.7650], [-1.2125, -0.3862, -4.0102], [1.1134, 0.1275, -3.3585], [0.1428, -2.0527, -2.8022], [1.9746, -2.8674, -2.5533], [0.7496, -4.0404, -2.9352], [1.1409, -3.6173, -5.2802], [2.4607, -2.5577, -4.8597], [-0.4847, 3.0235, -2.8587], [-1.3898, 4.1218, -2.2202], [-2.0125, 4.8025, -3.3027], [-1.8632, 3.9159, -4.6397], [-1.7316, 4.7636, -5.7704], [-2.8237, 2.8653, -4.6334], [-0.4228, 3.3745, -4.2401], [-0.9264, 2.0373, -2.7258], [0.5202, 3.0419, -2.4481], [-0.8393, 4.7978, -1.5693], [-2.1177, 3.6377, -1.5679], [1.8759, -2.9878, 7.2143], [1.4179, -4.3009, 6.5764], [1.0488, -3.9478, 5.2347], [1.9832, -2.7890, 4.7112], [1.3148, -1.9738, 3.7441], [3.2709, -3.2929, 4.3589], [2.0708, -2.0416, 6.1199], [2.8033, -2.9774, 7.7811], [1.1012, -2.5022, 7.8043], [0.5028, -4.6606, 7.0431], [2.1294, -5.1239, 6.5620], [0.5478, 0.6387, 0.0192], [0.4818, -0.1287, 1.3341], [-0.9188, -0.2913, 1.5872], [-1.6624, -0.5787, 0.1887], [-2.9041, 0.1073, 0.1644], [-1.5523, -1.9718, -0.0959], [-0.6002, 0.2229, -0.7340], [1.4336, 0.4104, -0.5731], [0.4942, 1.7152, 0.1636], [0.9398, 0.4105, 2.1604], [0.9765, -1.0989, 1.2678], [4.1654, 0.7321, 3.9448], [5.4450, -0.0693, 3.6694], [5.4646, -0.3760, 2.2889], [4.1197, 0.0913, 1.5391], [3.5630, -0.9945, 0.8191], [4.3486, 1.3552, 0.9213], [3.2945, 0.3542, 2.8859], [4.3187, 1.8118, 3.8915], [3.6607, 0.4481, 4.8643], [5.4402, -1.0023, 4.2436], [6.3472, 0.4159, 4.0453]], "forces_ev_per_a": [[-0.12, -0.34, -0.03], [0.42, -0.27, -0.54], [0.13, 0.10, -0.05], [-0.37, 0.69, 0.79], [0.46, -0.16, -0.65], [-0.33, -0.80, 0.18], [-0.66, 0.48, 0.79], [0.02, 0.15, -0.01], [-0.22, -0.09, 0.29], [0.17, 0.16, -0.08], [0.14, 0.08, 0.08], [-0.06, 0.34, -0.01], [-0.09, 0.07, -0.04], [0.15, -0.42, -0.28], [0.35, 0.00, -0.46], [0.18, -0.02, -0.27], [-0.21, 0.13, -0.16], [-0.19, 0.37, 0.10], [0.16, -0.04, 0.19], [-0.08, -0.21, 0.10], [-0.07, 0.04, -0.67], [0.04, 1.25, 0.27], [-0.29, -0.53, 0.04], [-0.46, 0.79, -0.40], [-0.07, 0.08, -0.04], [0.59, 0.05, 0.30], [0.28, -0.82, 0.32], [0.02, -0.07, 0.04], [0.11, -0.10, 0.30], [0.00, -0.50, 0.08], [-0.11, -0.19, -0.20], [-0.48, -0.81, 0.73], [0.30, 0.83, -0.30], [0.03, -0.18, -0.45], [-0.20, -0.25, 0.54], [-0.23, 0.06, 0.37], [-0.33, 0.04, 0.00], [0.84, 0.29, -0.58], [0.09, 0.11, -0.28], [-0.05, 0.17, 0.02], [0.03, -0.22, -0.12], [0.00, -0.09, 0.17], [1.14, 0.80, 0.26], [0.37, -0.92, -0.11], [-0.37, 0.56, 0.40], [0.28, -0.48, -0.76], [0.26, -0.03, 0.23], [-0.09, -0.09, -0.08], [-0.90, -0.14, 0.44], [0.11, -0.02, -0.22], [-0.53, 0.08, -0.34], [-0.27, 0.23, -0.14], [0.00, 0.17, 0.26], [-0.21, 0.28, 0.68], [0.06, -1.13, 0.67], [-0.20, 0.06, -0.47], [0.34, 0.58, 0.04], [-0.08, -0.14, 0.41], [0.20, 0.07, 0.19], [-0.11, -0.28, -0.42], [0.07, -0.03, -0.14], [0.08, -0.06, -0.20], [0.06, 0.41, -0.50], [-0.24, 0.11, -0.24], [0.15, 1.22, -0.10], [-0.47, -0.27, 0.23], [-0.16, -0.16, -0.56], [0.52, 0.82, -0.07], [-0.13, -0.71, 0.78], [-0.15, -0.14, 0.26], [0.10, -0.37, -0.62], [0.01, -0.54, -0.04], [-0.07, -0.33, 0.11], [0.03, 0.04, 0.00], [0.31, 0.27, -0.03], [0.40, 0.08, -0.13], [0.55, -0.05, -0.17], [-0.45, 0.08, -0.23], [0.96, 0.51, -0.06], [0.17, -0.37, 0.07], [-0.26, 0.28, 0.00], [-0.75, -0.47, 0.38], [-0.03, -0.14, 0.09], [-0.15, 0.01, 0.05], [-0.26, 0.07, 0.05], [-0.14, -0.03, -0.09], [0.25, 0.21, -0.27], [-0.02, -0.54, 1.63], [-0.13, 0.14, -0.66], [0.57, 0.53, 0.89], [-0.06, 0.21, 0.20], [-0.03, -0.31, -0.15], [-0.51, -0.55, -0.69], [0.07, -0.04, 0.12], [0.15, 0.04, 0.08], [-0.34, -0.16, -0.37], [0.01, 0.45, -0.74]], "mulliken_charge": [-0.643, 1.228, -0.667, -0.347, 0.156, -1.298, -0.576, 0.114, 0.333, 0.313, 0.358, 0.333, 0.257, 0.053, 0.389, 0.634, -0.088, -0.048, -0.061, -0.485, -0.332, -0.398, -0.266, 1.074, -0.523, -0.370, -0.357, 0.133, 0.346, 0.292, 0.380, 0.329, -0.322, -0.440, 1.116, -0.591, -0.485, -0.154, -0.421, 0.331, 0.328, 0.268, -0.015, -0.452, -0.378, 1.239, -0.533, -0.637, -0.208, -0.067, 0.433, 0.287, 0.290, 0.161, 0.528, -0.377, 0.895, -0.615, -0.189, -0.429, -0.265, 0.397, -0.436, 0.295, -0.425, -0.357, -0.283, 0.955, 0.110, -0.665, -0.335, 0.294, 0.254, 0.268, 0.325, 0.547, 0.213, -0.024, 0.847, -0.597, -0.489, -0.039, 0.459, -0.619, 0.156, -0.367, -0.349, -0.378, -0.369, 1.053, -0.277, -0.607, -0.188, 0.259, 0.275, 0.228, 0.308], "molar_mass_g_mol": 1245.7, "energy_ev": -379541.1413, "total_charge": 0, "relative_energy_kcal_mol": 0.0, "largest_force_ev_per_a": 1.7}

[4]
{"formula": "C5H9NO", "method": "ωB97M-V/def2-TZVPD", "species": ["C", "C", "C", "C", "O", "C", "N", "H", "H", "H", "H", "H", "H", "H", "H", "H"], "positions_angstrom": [[0.6891, 1.0385, 0.4961], [0.4253, -0.4188, 0.4458], [1.4693, -1.2755, -0.1904], [-0.9141, -0.9407, 0.4724], [-1.9194, -0.2718, 0.3776], [-2.0546, 1.6339, -1.2370], [-1.4918, 2.2834, -1.9998], [0.8526, 1.4009, -0.5207], [1.6393, 1.1747, 1.0233], [-0.1214, 1.6012, 0.9593], [2.4635, -1.0867, 0.2224], [1.2273, -2.3349, -0.0642], [1.5109, -1.0674, -1.2669], [-1.0646, -2.0347, 0.4166], [0.1645, -0.8383, 1.6950], [-2.8140, 1.0625, -0.7507]], "forces_ev_per_a": [[0.37, 0.37, -0.22], [-0.34, -1.54, 3.68], [0.33, -0.49, -0.06], [-1.48, -0.28, -2.70], [-0.63, 0.14, 1.15], [-1.02, 0.73, -1.31], [0.42, -0.17, 0.45], [-0.18, 0.13, 0.02], [-0.24, 0.25, 0.08], [0.15, -0.03, -0.04], [-0.12, -0.04, -0.03], [0.13, 0.08, -0.06], [-0.05, 0.03, 0.17], [0.63, -0.15, 0.42], [1.69, 0.87, -1.82], [0.33, 0.10, 0.27]], "mulliken_charge": [-1.543, 1.149, -1.305, -0.395, -0.590, 0.078, -0.424, 0.383, 0.419, 0.335, 0.322, 0.387, 0.347, 0.349, 0.110, 0.377], "molar_mass_g_mol": 99.1, "energy_ev": -8866.0768, "total_charge": 0, "relative_energy_kcal_mol": 72.3, "largest_force_ev_per_a": 4.0}